Entry from the Open Molecules 2025 dataset: a single C21H31BrN4O2 molecule (ωB97M-V/def2-TZVPD).

Highest occupied orbital energy: -8.27 eV
Total energy: -102379.75786 eV
Kohn-Sham gap: 8.6 eV
ΔE to the lowest compared entry with this formula, charge and spin: 0.054 eV

Last column: Löwdin charge in e.
CARTESIAN COORDINATES (ANGSTROEM)
1 C -1.97663 0.50005 -7.66726  -0.090
2 C -1.10897 0.44905 -6.42080  -0.255
3 N -1.58875 -0.51980 -5.44516  -0.139
4 C -1.47917 -1.89644 -5.91566  -0.197
5 C -1.68435 -2.73730 -4.65897  -0.152
6 C -1.18467 -1.83080 -3.51633  -0.123
7 C -0.83471 -0.49681 -4.19202  -0.312
8 C -1.19783 0.70787 -3.33537  -0.095
9 N -0.43681 0.72669 -2.09770  -0.042
10 C -1.06304 0.68721 -0.78830  -0.087
11 C 0.14063 0.65396 0.16791  -0.193
12 C -0.18595 1.30625 1.49988  -0.439
13 O -0.55604 2.46023 1.56599  0.084
14 N -0.01994 0.49826 2.58836  0.131
15 C -0.30173 0.83318 3.93605  -0.166
16 C -1.36136 1.64962 4.28717  -0.003
17 C -1.65178 1.89325 5.62235  -0.129
18 C -0.86984 1.28948 6.58621  -0.689
19 Br -1.25597 1.58295 8.41905  0.734
20 C 0.20562 0.48050 6.25961  -0.083
21 C 0.51805 0.25573 4.92137  -0.193
22 N 1.56969 -0.56538 4.50870  0.038
23 C 2.56571 -1.05605 5.45942  -0.446
24 C 3.47811 0.05096 5.98290  -0.054
25 C 3.36976 -2.15400 4.77954  -0.065
26 C 1.21929 1.41449 -0.60795  -0.021
27 C 0.82632 1.23704 -2.06424  -0.448
28 O 1.48750 1.53153 -3.03814  0.074
29 H -1.64455 1.30512 -8.32338  0.072
30 H -1.92666 -0.42884 -8.23586  0.062
31 H -3.01795 0.68085 -7.39783  0.078
32 H -0.06412 0.22346 -6.69779  0.123
33 H -1.10189 1.43471 -5.95478  0.107
34 H -2.21374 -2.10779 -6.69169  0.112
35 H -0.47612 -2.07905 -6.34172  0.126
36 H -2.74098 -2.96896 -4.52944  0.105
37 H -1.14462 -3.68171 -4.71509  0.104
38 H -1.97169 -1.68199 -2.77369  0.103
39 H -0.32260 -2.24722 -2.99660  0.110
40 H 0.24782 -0.45591 -4.39647  0.149
41 H -1.00217 1.63745 -3.87360  0.120
42 H -2.26128 0.66593 -3.09328  0.136
43 H -1.66834 1.58127 -0.60664  0.136
44 H -1.69645 -0.19473 -0.68319  0.126
45 H 0.45138 -0.38430 0.30728  0.143
46 H 0.25725 -0.45701 2.42330  0.138
47 H -1.96013 2.09930 3.50972  0.115
48 H -2.47700 2.53221 5.89978  0.101
49 H 0.79925 0.04652 7.04940  0.094
50 H 2.00223 -0.22406 3.65914  0.127
51 H 2.01718 -1.50365 6.29126  0.133
52 H 4.15626 -0.33413 6.74572  0.082
53 H 4.08383 0.45120 5.16589  0.084
54 H 2.90975 0.87387 6.41528  0.071
55 H 4.11839 -2.55961 5.45992  0.080
56 H 2.72020 -2.96374 4.44895  0.078
57 H 3.89647 -1.75644 3.90740  0.080
58 H 1.17362 2.48150 -0.37854  0.137
59 H 2.23348 1.06401 -0.43003  0.129


Entry from the Open Molecules 2025 dataset: a molecular structure, C21H31Cl5P2Tc at a distorted geometry (ωB97M-V/def2-TZVPD).

Spin multiplicity: 4
Highest occupied orbital energy (spin up / spin down): -12.28 / -13.49 eV
Total energy: -105646.07437 eV
Total charge: +2
Kohn-Sham gap (spin up / spin down): 4.6 / 4.5 eV

Last column: Löwdin spin population.
CARTESIAN COORDINATES (ANGSTROEM)
1 P -0.23958 1.63997 -2.16571  0.002
2 P -0.52025 0.76178 2.71134  0.082
3 C -1.06373 -0.54093 0.11614  -0.037
4 C -1.48768 -0.30856 1.58206  0.004
5 H -1.83780 -1.21746 -0.31169  0.013
6 H -1.19972 0.40490 -0.44783  0.002
7 H -2.46641 0.19758 1.57008  -0.003
8 H -1.61783 -1.25863 2.11418  0.001
9 C 1.00229 -0.19000 2.82883  0.000
10 H 1.72291 0.26238 3.52481  0.000
11 H 1.46220 -0.24118 1.83345  0.000
12 H 0.77167 -1.21717 3.14534  0.000
13 C -1.46533 0.95001 4.22449  0.027
14 H -1.57371 -0.02950 4.71400  0.004
15 H -2.45577 1.35820 3.98285  0.000
16 H -0.93010 1.63814 4.89588  0.001
17 C 0.86076 1.21089 -3.55412  0.001
18 H 0.77752 1.95553 -4.35590  0.000
19 H 0.57685 0.21633 -3.92226  0.000
20 H 1.89123 1.14939 -3.18634  0.000
21 C -1.82507 1.37593 -3.03854  0.000
22 H -2.65102 1.51776 -2.33056  0.000
23 H -1.84404 0.33832 -3.39743  0.000
24 H -1.90097 2.06972 -3.88525  0.000
25 Tc 0.55920 -1.64038 -0.67072  1.094
26 C 0.11789 -3.19013 0.49536  0.002
27 C 1.53760 -2.88987 0.52403  -0.003
28 C 2.52750 -3.59674 -0.36495  -0.004
29 C 2.18403 -3.58431 -1.87939  -0.010
30 C 1.22707 -2.50116 -2.35235  -0.039
31 C -0.22191 -2.61163 -2.23018  -0.004
32 C -0.85050 -3.91284 -1.78530  -0.001
33 C -0.46787 -4.31286 -0.33654  0.000
34 C -0.11842 3.44214 -1.95669  0.000
35 H -0.42090 -3.00749 1.43079  0.006
36 H 1.94367 -2.52220 1.46553  0.002
37 H 2.66255 -4.63991 -0.04169  -0.002
38 H 3.51858 -3.12999 -0.24299  0.000
39 H 3.13345 -3.42391 -2.41611  0.000
40 H 1.84397 -4.57792 -2.19882  -0.003
41 H 1.58417 -1.94518 -3.22343  0.001
42 H -0.79681 -2.06694 -2.98971  0.003
43 H -0.60952 -4.72924 -2.49049  -0.001
44 H -1.94205 -3.80904 -1.84171  0.000
45 H -1.40582 -4.60595 0.16280  0.000
46 H 0.17196 -5.20637 -0.33890  0.000
47 H -1.02316 3.82789 -1.46637  0.000
48 H 0.03387 3.89940 -2.94284  0.000
49 H 0.74576 3.64314 -1.30760  0.000
50 Cl 2.27606 2.12326 0.94900  0.154
51 C 1.05557 2.98272 1.80233  0.381
52 C -0.22448 2.40147 2.00679  0.429
53 C -1.30074 3.31463 1.83395  0.110
54 Cl -2.78861 2.77213 1.14567  0.029
55 C -1.14040 4.67561 2.15837  0.258
56 Cl -2.49872 5.70062 2.28499  0.130
57 C 0.16697 5.15519 2.46631  0.274
58 Cl 0.37302 6.65879 3.24465  0.123
59 C 1.28129 4.33082 2.16235  -0.015
60 Cl 2.87932 4.93283 2.29602  -0.013


Entry from the Open Molecules 2025 dataset: 5 unconnected molecules or ions with the total composition C21H31ClF12NO8 at a distorted geometry (ωB97M-V/def2-TZVPD).

Highest occupied orbital energy: -12.90 eV
Total energy: -85276.78370 eV
Total charge: +1
Kohn-Sham gap: 9.9 eV

Last column: Löwdin charge in e.
CARTESIAN COORDINATES (ANGSTROEM)
1 C 1.83039 3.40900 3.16946  0.095
2 C 1.21431 4.52842 2.93076  -0.146
3 N 0.62460 4.82185 1.62362  0.043
4 C -0.85414 5.18371 1.62698  -0.659
5 Cl -0.93672 6.89837 2.04344  0.735
6 C -1.68058 4.31111 2.53877  -0.241
7 C -1.49782 2.81722 2.23552  -0.064
8 H 2.28027 3.23362 4.13618  0.095
9 H 1.91674 2.61747 2.43099  0.093
10 H 1.09932 5.34407 3.63080  0.130
11 H 1.11057 5.62664 1.21850  0.166
12 H 0.78110 4.03473 0.98634  0.154
13 H -1.18447 5.09635 0.59113  0.120
14 H -1.49238 4.56707 3.58290  0.118
15 H -2.71347 4.60554 2.33734  0.124
16 H -2.45552 2.30399 2.21266  0.093
17 H -0.88415 2.32875 2.99299  0.064
18 H -0.99940 2.65540 1.27490  0.054
19 C -4.78439 2.73496 -2.96313  -0.050
20 C -3.79062 3.72162 -2.39939  -0.181
21 O -2.68975 3.03408 -1.73628  0.016
22 C -1.73298 2.58987 -2.53283  -0.413
23 O -1.61625 2.72794 -3.70907  0.195
24 C -0.66582 1.84970 -1.69022  -0.535
25 F -1.21679 1.03380 -0.79321  0.164
26 F 0.05167 2.77712 -0.98705  0.110
27 F 0.16282 1.18354 -2.45664  0.204
28 H -5.15428 2.07293 -2.18089  0.087
29 H -5.62938 3.27661 -3.38557  0.090
30 H -4.33618 2.13348 -3.75227  0.084
31 H -4.22815 4.33500 -1.61571  0.123
32 H -3.37587 4.36710 -3.17134  0.126
33 C -0.90591 -1.07834 1.72286  -0.048
34 C -0.02180 -0.88464 2.93334  -0.197
35 O -0.58566 -1.49678 4.10780  0.034
36 C -0.34452 -2.79593 4.24487  -0.392
37 O 0.30667 -3.49172 3.52874  0.176
38 C -1.00309 -3.31010 5.54913  -0.559
39 F -2.24845 -2.84960 5.66945  0.173
40 F -0.28545 -2.87645 6.59285  0.170
41 F -1.02277 -4.63174 5.55466  0.188
42 H -1.91251 -0.70606 1.91854  0.087
43 H -0.49335 -0.53956 0.86871  0.067
44 H -0.97749 -2.12952 1.44773  0.063
45 H 0.06784 0.17079 3.19105  0.099
46 H 0.97873 -1.28348 2.76945  0.126
47 C 1.47098 -6.11504 1.01120  -0.053
48 C 1.87975 -5.24885 -0.15689  -0.178
49 O 0.91148 -5.32983 -1.23543  0.041
50 C -0.16500 -4.58498 -1.11129  -0.406
51 O -0.43768 -3.82530 -0.22899  0.154
52 C -1.04253 -4.73020 -2.37859  -0.553
53 F -1.12226 -5.99038 -2.78746  0.186
54 F -0.46433 -3.98949 -3.33851  0.154
55 F -2.26145 -4.25787 -2.15644  0.179
56 H 1.33073 -7.14655 0.68939  0.086
57 H 2.25326 -6.09217 1.76884  0.087
58 H 0.54932 -5.75536 1.46607  0.074
59 H 2.80598 -5.58675 -0.61325  0.128
60 H 1.98512 -4.20430 0.13198  0.122
61 C 1.65240 -1.98771 -4.38928  -0.061
62 C 2.93060 -1.33133 -4.85462  -0.171
63 O 3.31565 -0.26828 -3.94305  0.034
64 C 3.91125 -0.64363 -2.82977  -0.414
65 O 4.19354 -1.74711 -2.47206  0.173
66 C 4.26985 0.60786 -1.98771  -0.552
67 F 3.24265 1.46444 -1.92658  0.148
68 F 5.31243 1.23820 -2.53243  0.177
69 F 4.58443 0.24839 -0.74736  0.168
70 H 0.86467 -1.24349 -4.26980  0.081
71 H 1.32256 -2.72446 -5.12007  0.087
72 H 1.80299 -2.49740 -3.43938  0.070
73 H 2.81346 -0.83001 -5.81123  0.128
74 H 3.74974 -2.04465 -4.92544  0.128